1.
Entry from the Open Molecules 2025 dataset: a cluster of 5 separate species, CH11O4S in total (the ωB97M-V functional and the def2-TZVPD basis).

LUMO   3.227 eV
Gap between HOMO and LUMO   6.307 eV
Energy   -20241.7007 eV

```
! RIJCOSX wB97M-V def2-TZVPD def2/J DEFGRID3
* xyz -1 1
C 1.03961 0.23161 -1.20850
S 0.31946 -0.42250 -2.77561
H 0.44312 -0.18587 -0.39376
H 2.03164 -0.19680 -1.00872
H 1.12832 1.30864 -1.04703
H -1.14897 -2.81725 -1.07633
H -0.11728 -1.87469 -0.89958
O -0.37312 -2.73151 -0.49692
H -1.13725 2.64005 -1.17639
H 0.26787 3.32093 -1.24220
O -0.67302 3.48663 -1.17966
H 0.39759 -0.39924 2.46205
H 1.27142 0.58666 3.03034
O 0.38417 0.23171 3.20152
H -1.01495 -1.77771 0.90935
H -1.23087 -0.26064 1.52211
O -1.58772 -1.14003 1.37933
*
```

2.
Entry from the Open Molecules 2025 dataset: a cluster of 5 separate species, CH11O4S in total (the ωB97M-V functional and the def2-TZVPD basis).

LUMO   3.770 eV
Gap between HOMO and LUMO   7.121 eV
Energy   -20242.2844 eV

```
! RIJCOSX wB97M-V def2-TZVPD def2/J DEFGRID3
* xyz -1 1
C -1.58242 0.70509 -1.34607
S -1.38694 1.48967 0.33383
H -2.10623 -0.24346 -1.26867
H -0.60663 0.59261 -1.82143
H -2.13326 1.43014 -1.93002
H 1.44194 0.22979 0.43116
H 1.11932 1.11803 -0.64925
O 1.82160 0.48673 -0.42459
H -0.08742 -1.68282 -0.25591
H -1.11325 -2.40188 0.53698
O -0.15571 -2.40406 0.38892
H 2.64967 -1.16526 -1.40283
H 2.95098 -2.29592 -0.44217
O 2.82851 -2.11637 -1.37816
H -1.38333 1.46594 2.61250
H -1.16092 2.86094 3.19291
O -1.09591 1.93083 3.42279
*
```

3.
Entry from the Open Molecules 2025 dataset: a structure of composition CH12CdO9 (the ωB97M-V functional and the def2-TZVPD basis).

LUMO   -0.600 eV
Gap between HOMO and LUMO   5.790 eV
Energy   -24222.5004 eV

```
! RIJCOSX wB97M-V def2-TZVPD def2/J DEFGRID3
* xyz 0 1
Cd 0.14983 -0.05139 0.06939
C 2.69383 0.12261 -0.25861
O 1.85983 -0.21439 -1.32961
O 3.81683 0.67761 -0.66061
O 2.09883 0.37761 0.83539
O -0.27617 -2.06639 -1.41561
H 0.07583 -2.94339 -1.22161
H 0.22083 -1.70139 -2.17661
O -0.72417 0.53661 2.30739
H -0.57017 1.45661 2.13839
H -1.31717 0.57761 3.02239
O -0.18217 2.34361 0.26539
H -0.82917 2.95561 0.63739
H 0.62783 2.82061 0.44639
O -0.71017 1.04361 -2.11961
H -0.75117 1.91361 -2.38361
H -0.01417 0.71261 -2.71461
O -2.13517 -0.39639 0.14839
H -2.59117 -1.08139 -0.36561
H -2.64217 -0.34339 0.95639
O 0.23883 -1.90239 1.30939
H 1.15483 -2.11939 1.44639
H -0.19417 -2.71839 1.06339
*
```